P | Molecular formula: C4H10O3
Method: DFT, the ωB97M-V functional and the def2-TZVPD basis

The structure (SMILES) is O=CCCCO.O. Its HOMO-LUMO gap is 0.39997 hartree. The net charge is 0. Its spin multiplicity is 1.

Geometry as XYZ:
```
17
Properties=species:S:1:pos:R:3:mulliken_charge:R:1
O 1.46945 2.44728 0.21648 -0.517
C 1.56639 2.23955 1.42960 -0.048
C 1.45000 0.75406 1.89044 -0.696
C 1.65666 -0.17460 0.81250 -0.503
C 0.63980 -1.36312 0.94616 -0.167
O 0.16151 -1.78604 -0.36750 -0.524
H 1.66776 3.06950 2.12152 0.400
H 0.28217 0.68848 2.18374 0.164
H 2.01711 0.63144 2.81109 0.401
H 2.68112 -0.50533 0.64238 0.358
H 1.24482 0.26808 -0.13478 0.319
H 0.94380 -2.27051 1.58090 0.242
H -0.28930 -0.93770 1.43054 0.216
H 0.86391 -1.27863 -0.97098 0.355
H -5.76452 -0.83631 -3.16601 0.332
H -4.95666 -0.93180 -4.48172 0.314
O -5.45189 -1.49032 -3.91010 -0.646
```


Q | Molecular formula: C4H10O3
Method: DFT, the ωB97M-V functional and the def2-TZVPD basis

The structure (SMILES) is C=C/C=C/O.O.O. Its HOMO-LUMO gap is 0.34701 hartree. The net charge is 0. Its spin multiplicity is 1.

Geometry as XYZ:
```
17
Properties=species:S:1:pos:R:3:mulliken_charge:R:1
C 0.45102 1.86140 0.82882 -0.851
C -0.22123 0.85425 0.40479 0.043
C 0.35560 -0.35874 -0.25207 -0.421
C -0.32791 -1.42722 -0.64671 0.181
O 0.29080 -2.33720 -1.41759 -0.480
H 0.00735 2.81943 1.06681 0.248
H 1.55842 1.99017 0.94675 0.249
H -1.37756 0.82177 0.45439 0.217
H 1.52550 -0.38176 -0.21390 0.076
H -1.37559 -1.70478 -0.61034 0.427
H 1.25730 -2.42127 -1.19654 0.318
H 0.86028 -1.10327 2.57948 0.304
H 1.28113 0.03608 3.44117 0.332
O 0.68123 -0.78310 3.44561 -0.641
H -1.88466 0.13679 -3.40719 0.321
H -1.31180 0.96145 -2.31103 0.324
O -1.76986 1.03601 -3.11245 -0.647
```


R | Molecular formula: C4H10O3
Method: DFT, the ωB97M-V functional and the def2-TZVPD basis

The structure (SMILES) is COOOC(C)C. Its HOMO-LUMO gap is 0.37208 hartree. The net charge is 0. Its spin multiplicity is 1.

Geometry as XYZ:
```
17
Properties=species:S:1:pos:R:3:mulliken_charge:R:1
C -0.94805 -0.23226 -0.47706 0.646
C 2.64743 0.10837 -0.16394 -0.417
C -0.83472 1.27419 -0.25387 -1.307
C -2.03778 -0.87335 0.38201 -1.318
O 0.77154 -0.76244 1.14338 -0.005
O 0.29596 -0.89464 -0.29217 -0.325
O 2.09612 -0.92855 1.05519 -0.331
H -1.15076 -0.43784 -1.53693 0.230
H 3.61739 -0.36599 -0.24719 0.271
H 2.66312 1.05790 0.36622 0.235
H 2.21212 0.20782 -1.15315 0.228
H -0.05776 1.69417 -0.88858 0.314
H -1.79334 -0.75135 1.43879 0.323
H -1.77799 1.75761 -0.51017 0.441
H -0.59843 1.47852 0.78497 0.299
H -2.10307 -1.93632 0.16182 0.322
H -3.00180 -0.39585 0.19067 0.394
```


S | Molecular formula: C4H10O3
Method: DFT, the ωB97M-V functional and the def2-TZVPD basis

Its HOMO-LUMO gap is 0.26897 hartree. The net charge is 0. Its spin multiplicity is 1.

Geometry as XYZ:
```
17
Properties=species:S:1:pos:R:3:mulliken_charge:R:1
C 0.80449 -1.73184 -0.00109 -0.941
C 1.59537 1.44028 0.32388 -0.593
C 0.51545 -0.42677 -0.74330 0.076
C -1.41017 0.19866 0.37758 -0.039
O -2.42718 -0.75453 0.15979 -0.476
O -1.55244 1.47562 -0.17642 -0.443
O 1.25577 0.74325 -0.77282 -0.323
H 1.16260 -2.58562 -0.64230 0.305
H -0.15232 -2.15712 0.34786 0.277
H 1.37966 -1.68822 0.92299 0.294
H 1.72935 0.77762 1.24073 0.265
H 0.83903 2.19793 0.62381 0.216
H 2.64311 1.91039 0.09153 0.221
H 0.00470 -0.71279 -1.77913 0.224
H -1.01510 0.19986 1.34765 0.394
H -3.13020 -0.32442 -0.45961 0.282
H -2.24212 1.43769 -0.86114 0.262
```


Q: Which of them is the least stable? A: R.


P | Molecular formula: C4H10O3
Method: DFT, the ωB97M-V functional and the def2-TZVPD basis

The structure (SMILES) is O=CCCCO.O. Its HOMO-LUMO gap is 0.39145 hartree. The net charge is 0. Its spin multiplicity is 1.

Geometry as XYZ:
```
17
Properties=species:S:1:pos:R:3:mulliken_charge:R:1
C -0.39306 0.65841 -1.12314 -0.517
O -0.83707 0.95407 -2.42535 -0.545
C -0.39746 -0.83343 -0.75884 -0.459
C 0.35807 -1.09235 0.55091 -0.345
C 0.68510 -2.54380 0.86971 -0.066
O 0.71292 -2.94335 1.99875 -0.466
H -0.97905 1.16522 -0.34941 0.298
H 0.64154 1.00716 -1.11018 0.303
H -1.80007 0.97842 -2.47145 0.311
H 0.12968 -1.34932 -1.56037 0.304
H -1.44158 -1.15732 -0.75456 0.313
H 1.27722 -0.50708 0.51107 0.313
H -0.31024 -0.74205 1.33928 0.238
H 0.91102 -3.16072 -0.02495 0.324
H -0.12072 2.87453 2.13084 0.306
H 1.17277 3.13428 1.43114 0.309
O 0.39092 3.55733 1.74657 -0.620
```


Q | Molecular formula: C4H10O3
Method: DFT, the ωB97M-V functional and the def2-TZVPD basis

The structure (SMILES) is C=C/C=C/O.O.O. Its HOMO-LUMO gap is 0.32317 hartree. The net charge is 0. Its spin multiplicity is 1.

Geometry as XYZ:
```
17
Properties=species:S:1:pos:R:3:mulliken_charge:R:1
C -0.99237 -0.58232 1.98752 -0.828
C -0.69542 -0.33014 0.70196 0.017
C -0.05743 -1.30721 -0.18944 0.009
C 0.12351 -2.55720 0.21120 -0.409
O 0.84489 -3.46178 -0.56708 -0.493
H -1.62506 0.21925 2.37980 0.221
H -0.53914 -1.24386 2.70977 0.297
H -0.75098 0.69857 0.38502 0.133
H 0.36036 -0.98625 -1.12813 0.395
H -0.19895 -2.94394 1.17535 0.368
H 1.75448 -3.44186 -0.25319 0.301
H 0.40373 1.91266 -0.97299 0.265
H 0.16626 1.55221 -2.35226 0.332
O 0.83674 1.40673 -1.67203 -0.609
H -0.53476 5.25346 0.82719 0.323
H -0.94942 4.42844 -0.32828 0.310
O -0.26039 5.05785 -0.07874 -0.631
```


Q: Which of them is the least stable? A: Q.


P | Molecular formula: C4H10O3
Method: DFT, the ωB97M-V functional and the def2-TZVPD basis

The structure (SMILES) is O=CCCCO.O. Its HOMO-LUMO gap is 0.38940 hartree. The net charge is 0. Its spin multiplicity is 1.

Geometry as XYZ:
```
17
Properties=species:S:1:pos:R:3:mulliken_charge:R:1
C -0.40359 0.92089 -1.31932 -0.425
O -0.93353 0.44409 -2.59161 -0.538
C -1.49083 0.77178 -0.28578 -0.634
C -1.50294 -0.55026 0.44119 -0.572
C -2.53993 -0.55850 1.58968 0.007
O -2.23988 -0.15067 2.67282 -0.458
H 0.04150 1.91617 -1.38196 0.269
H 0.47426 0.27082 -1.18236 0.323
H -0.22450 -0.05362 -3.03425 0.306
H -2.43782 0.83264 -0.85040 0.303
H -1.66812 1.71290 0.24623 0.444
H -1.77873 -1.33088 -0.27265 0.275
H -0.52956 -0.77222 0.88020 0.375
H -3.50467 -0.95311 1.23049 0.325
H 6.10907 -1.56726 1.49670 0.319
H 6.51644 -0.12081 1.44960 0.321
O 6.11283 -0.81197 0.91142 -0.641
```


Q | Molecular formula: C4H10O3
Method: DFT, the ωB97M-V functional and the def2-TZVPD basis

The structure (SMILES) is O=CCCCO.O. Its HOMO-LUMO gap is 0.38819 hartree. The net charge is 0. Its spin multiplicity is 1.

Geometry as XYZ:
```
17
Properties=species:S:1:pos:R:3:mulliken_charge:R:1
O -3.02207 1.58851 0.77301 -0.463
C -2.07621 0.87399 1.01910 -0.158
C -0.96371 0.44894 0.17135 -0.373
C 0.34649 0.94713 0.78434 -0.497
C 1.60763 0.14200 0.70987 -0.489
O 2.02652 0.01300 -0.59926 -0.532
H -2.00810 0.52980 2.08710 0.335
H -0.79636 -0.68119 0.13142 0.241
H -1.05610 0.52465 -0.89124 0.369
H 0.56448 1.98122 0.31481 0.245
H 0.18828 1.41292 1.74866 0.470
H 1.54576 -0.96805 0.98080 0.254
H 2.40053 0.61483 1.25018 0.298
H 2.32168 0.89700 -1.10176 0.313
H 1.89750 -3.50311 -2.36376 0.298
H 0.98737 -2.38843 -1.82206 0.319
O 1.05428 -3.21301 -2.22901 -0.630
```


Q: Which of them is the least stable? A: Q.